Record 1
Molecular formula: C2H3N3OS
Method: DFT, wB97M-V/def2-TZVPD

Each line ends with the Mulliken charge.
Geometry (Å):
C1 0.244 0.871 0.122  0.12
C2 2.095 -2.138 -0.063  -0.21
N1 1.582 1.145 0.058  -0.27
N2 -0.249 -0.054 0.826  -0.53
N3 1.218 -2.181 0.684  -0.15
O1 3.923 1.283 0.098  -0.44
S1 2.867 0.544 -0.539  0.58
H1 -0.103 1.789 -0.376  0.33
H2 -1.242 -0.132 1.001  0.20
H3 0.394 -2.225 1.319  0.38

Calculated values
E_HOMO ... -10.028 eV
Multiplicity ... 1
Total energy ... -715.57613 Ha
Orbital gap ... 0.3391 hartree
ΔE to the lowest compared entry with this formula, charge and spin ... 315.33 kJ/mol
E_LUMO ... -0.80 eV

Record 2
Molecular formula: C2H3N3OS2
Method: DFT, wB97M-V/def2-TZVPD

Each line ends with the Mulliken charge.
Geometry (Å):
O1 -2.450 -0.209 -0.087  -0.43
C1 -1.166 -0.567 -0.110  0.64
N1 -0.715 -1.773 -0.084  -0.48
N2 0.670 -1.689 -0.088  -0.39
C2 1.003 -0.437 -0.106  0.52
S1 2.611 0.240 -0.109  -0.26
N3 -0.135 0.356 -0.107  -0.11
S2 -0.261 2.048 -0.169  -0.14
H1 -2.503 0.759 -0.262  0.29
H2 3.181 -0.989 -0.027  0.17
H3 -0.235 2.261 1.149  0.19

Calculated values
E_HOMO ... -8.796 eV
Multiplicity ... 1
Total energy ... -1113.85976 Ha
Orbital gap ... 0.3277 hartree
ΔE to the lowest compared entry with this formula, charge and spin ... 46.60 kJ/mol
E_LUMO ... 0.12 eV
SMILES ... Oc1nnc(S)n1S

Copy entry 1 word for word.
Molecular formula: C2H3N3OS
Method: DFT, wB97M-V/def2-TZVPD

Each line ends with the Mulliken charge.
Geometry (Å):
C1 0.244 0.871 0.122  0.12
C2 2.095 -2.138 -0.063  -0.21
N1 1.582 1.145 0.058  -0.27
N2 -0.249 -0.054 0.826  -0.53
N3 1.218 -2.181 0.684  -0.15
O1 3.923 1.283 0.098  -0.44
S1 2.867 0.544 -0.539  0.58
H1 -0.103 1.789 -0.376  0.33
H2 -1.242 -0.132 1.001  0.20
H3 0.394 -2.225 1.319  0.38

Calculated values
E_HOMO ... -10.028 eV
Multiplicity ... 1
Total energy ... -715.57613 Ha
Orbital gap ... 0.3391 hartree
ΔE to the lowest compared entry with this formula, charge and spin ... 315.33 kJ/mol
E_LUMO ... -0.80 eV

Q: Among the records above, which one has the lowest E_HOMO?
A: C2H3N3OS